46
Properties=species:S:1:pos:R:3 method="wB97M-V/def2-TZVPD" total_charge=-2 relative_energy_kcal_mol=9.9
Rh -0.19802 0.46683 0.02227
Cl -5.13203 -1.94654 3.86043
C -3.89062 -0.93384 3.19611
C -3.50303 0.21873 3.85630
Cl -4.24878 0.66858 5.35643
C -2.49620 1.02342 3.30861
Cl -1.98445 2.48151 4.09461
C -1.87916 0.68188 2.11605
O -0.93581 1.42886 1.55619
C -2.27195 -0.50020 1.44080
O -1.67066 -0.79685 0.30370
C -3.27462 -1.28885 1.98984
Cl -3.73543 -2.71818 1.13168
F -1.28016 0.28874 -4.29971
C 0.00884 0.02249 -4.10209
F 0.51647 -0.42254 -5.25739
F 0.63167 1.13981 -3.76758
S 0.17937 -1.28316 -2.76322
O 0.71170 -0.52576 -1.63075
O -1.10723 -1.87838 -2.65967
N 1.22726 -2.31559 -3.29898
S 2.78476 -2.05897 -3.31645
O 3.16990 -0.71675 -3.64555
O 3.41415 -3.15348 -3.99403
C 3.33033 -2.27404 -1.53358
F 4.46849 -2.98313 -1.49960
F 2.42704 -2.91484 -0.80130
F 3.58375 -1.09481 -0.95978
O -1.30166 1.57859 -1.28279
N -2.45812 1.94047 -0.83105
C -2.76944 3.18217 -1.07276
C -4.05795 3.65212 -0.65976
N -5.08227 4.07642 -0.35240
C -1.91451 4.09686 -1.78007
N -1.26366 4.83682 -2.37281
O 1.31779 -2.23999 2.49853
C 1.82418 -1.23744 2.06080
C 3.26423 -0.78295 2.36248
C 3.42264 0.56717 1.65970
C 2.09684 0.70010 0.96127
O 1.70041 1.59627 0.19202
N 1.25680 -0.30350 1.22541
H 3.94189 -1.54354 1.97466
H 3.39509 -0.73704 3.44277
H 4.22707 0.59700 0.92635
H 3.55506 1.40550 2.34431



98
Properties=species:S:1:pos:R:3 method="wB97M-V/def2-TZVPD" multiplicity=4 total_charge=-2 relative_energy_kcal_mol=97.0 s_squared=3.788
Mo 0.12550 -1.54568 -0.31916
I -1.04166 -3.80347 -3.49383
C -1.45835 -5.03679 -1.83342
C -1.83475 -6.29548 -2.23669
C -2.28286 -7.24418 -1.31443
C -2.40849 -6.88072 -0.00897
C -1.99324 -5.60777 0.43899
C -2.12528 -5.33073 1.81383
C -1.58506 -4.19816 2.33497
C -0.89749 -3.32203 1.49259
C -0.83126 -3.43718 0.11316
C -1.42111 -4.62766 -0.45968
H -1.79250 -6.54900 -3.28675
H -2.53213 -8.24542 -1.64604
H -2.82129 -7.56874 0.72063
H -2.63368 -6.05397 2.44235
H -1.66443 -3.98344 3.39380
H -0.41803 -2.48126 1.97461
O -1.57109 -0.59813 1.62863
N -2.82000 -0.01443 1.22714
C -2.84467 2.53995 0.75746
C -4.34796 2.47150 0.63682
C -5.02185 1.45491 0.06806
C -4.43249 0.26820 -0.48866
C -3.25642 -0.28821 -0.06211
S -2.39487 -1.35116 -1.13192
H -2.59467 3.41132 1.36643
H -4.89140 3.33205 1.01267
H -6.09523 1.58260 -0.07257
H -4.86229 -0.13535 -1.39796
C -0.67796 5.83386 0.27794
O 0.42809 5.34496 1.03518
C 1.50063 4.96876 0.26061
C 2.41436 5.92586 -0.14135
C 3.53615 5.57467 -0.87919
C 3.75099 4.23507 -1.17661
C 2.84493 3.27015 -0.77804
C 1.67427 3.62066 -0.08858
N 0.73870 2.67429 0.31522
C 0.37971 1.53813 -0.37004
N 0.69048 1.54003 -1.68406
C 0.96432 0.47340 -2.55099
C 0.89929 -0.87794 -2.19070
C 1.43883 -1.75238 -3.15296
C 1.91777 -1.34950 -4.38036
C 1.89252 -0.00474 -4.73819
C 1.42357 0.89702 -3.81009
O 1.38081 2.26683 -4.02481
C 2.20930 2.77211 -5.04080
N -0.30296 0.56936 0.16779
C -0.86211 0.72439 1.50628
C 0.09086 1.09810 2.55939
C -0.37308 1.51032 3.79795
C -1.74909 1.71505 4.03383
C -2.67378 1.63890 3.02728
C -2.30778 1.35152 1.59720
O -2.16309 2.85796 -0.47436
C -2.57558 2.35358 -1.73548
H -1.39826 6.21612 0.99986
H -1.13646 5.03613 -0.30962
H -0.36410 6.64803 -0.38597
H 2.23333 6.95766 0.13604
H 4.23991 6.33334 -1.19655
H 4.64246 3.93524 -1.71371
H 3.03754 2.22562 -0.98630
H 0.24175 2.84403 1.18305
H 1.02752 2.41944 -2.03957
H 1.49095 -2.80806 -2.92941
H 2.30982 -2.08072 -5.07694
H 2.25101 0.31799 -5.70634
H 2.22532 3.85438 -4.91748
H 1.82661 2.53662 -6.04012
H 3.22712 2.37830 -4.95471
H 1.13580 0.90634 2.37080
H 0.33311 1.67615 4.60551
H -2.07659 1.94535 5.04358
H -3.73509 1.77537 3.20433
H -3.64854 2.48735 -1.88660
H -2.31087 1.30513 -1.87711
H -2.03183 2.95313 -2.47076
C 2.66679 -3.69667 2.34766
Si 2.12446 -1.88682 2.55496
C 3.65096 -0.91239 3.13434
C 0.94454 -1.91612 4.06504
O 1.49785 -1.21925 1.25216
H 2.93386 -4.13766 3.31368
H 3.52945 -3.79101 1.68395
H 1.85981 -4.29248 1.91473
H 4.18717 -1.47258 3.90658
H 3.36179 0.05281 3.55950
H 4.33799 -0.72446 2.30548
H 1.46216 -1.61485 4.98077
H 0.53334 -2.91612 4.23417
H 0.10615 -1.22928 3.92139
O 3.66688 -3.78351 -0.93352
N 2.91087 -2.81399 -0.82021
O 1.64890 -3.08388 -0.65188
O 3.31543 -1.65672 -0.85280



12
Properties=species:S:1:pos:R:3 method="wB97M-V/def2-TZVPD" smiles=C1O[C@@H]1[C@H]1CO1 relative_energy_kcal_mol=82.0
C -0.65549 -1.61084 -0.77074
C -0.26558 -0.69216 0.35942
C 0.06102 0.65937 -0.07463
C 0.79599 1.60059 0.63699
H -0.66646 -1.16924 -1.81498
H -0.53371 -2.60793 -0.68771
H 0.26379 -1.15364 1.21155
H -0.68644 0.99597 -0.73074
H 0.56991 2.68418 0.74220
H 1.35121 1.22924 1.52998
O -1.62827 -0.95283 0.16001
O 1.39404 1.01727 -0.56134



77
Properties=species:S:1:pos:R:3 method="wB97M-V/def2-TZVPD" energy_ev=-72996.1631
O -3.88729 -3.69569 2.12640
S -3.24996 -2.98164 3.16459
O -2.38400 -1.82200 2.39261
O -4.33726 -2.01385 3.97212
P -5.52965 -1.29821 3.09518
O -5.89336 -0.04619 3.67539
O -5.13769 -1.15090 1.58512
O -6.74549 -2.29147 3.13916
H -2.08080 -1.16751 3.05358
H -4.23951 -0.79311 1.46588
H -6.71737 -2.81051 2.31004
N 0.22008 0.19080 0.01655
C 0.02412 -0.93301 0.70684
C 0.82349 -2.05886 0.59691
C 1.89042 -2.01859 -0.28645
C 2.11215 -0.86175 -1.01473
C 1.25247 0.21168 -0.82550
H -0.81911 -0.92230 1.37980
H 0.61701 -2.94493 1.18536
H 2.54006 -2.87688 -0.40443
H 2.93375 -0.78803 -1.71496
H 1.38982 1.13858 -1.37433
N 0.73390 -5.46310 2.03350
C 1.50593 -6.24808 1.28518
C 1.94278 -7.50248 1.68127
C 1.55903 -7.96757 2.92765
C 0.75735 -7.16489 3.72161
C 0.37381 -5.92799 3.22804
H 1.78462 -5.84312 0.31809
H 2.56719 -8.09746 1.02934
H 1.87971 -8.94125 3.27516
H 0.43547 -7.48935 4.70147
H -0.25657 -5.26827 3.81517
N 5.33351 1.85826 0.14328
C 6.05818 2.96125 0.32186
C 5.51291 4.23161 0.43851
C 4.13573 4.36522 0.36273
C 3.36652 3.23001 0.17584
C 4.01135 2.00728 0.07411
H 7.13137 2.81107 0.37276
H 6.15173 5.09195 0.58488
H 3.67021 5.33896 0.44764
H 2.28813 3.28784 0.10924
H 3.44968 1.09646 -0.07011
N 2.49733 2.51552 -3.53404
C 2.03810 2.67968 -4.77344
C 2.67020 3.45894 -5.72996
C 3.84320 4.10790 -5.37840
C 4.33512 3.95072 -4.09238
C 3.62621 3.14566 -3.21437
H 1.11824 2.15391 -5.00437
H 2.25221 3.55311 -6.72260
H 4.36646 4.72681 -6.09649
H 5.24657 4.43933 -3.77593
H 3.97050 2.98391 -2.20413
N -2.66368 3.85297 6.30864
C -3.46697 4.88861 6.07956
C -4.73539 4.77338 5.53035
C -5.19495 3.51000 5.19653
C -4.37398 2.41910 5.42546
C -3.12445 2.64677 5.98248
H -3.06619 5.85902 6.35298
H -5.34528 5.65189 5.36885
H -6.17811 3.37514 4.76411
H -4.69686 1.41717 5.17642
H -2.44820 1.82174 6.18298
N -0.77213 0.77608 -6.53321
C -1.14985 0.13127 -7.63505
C -1.88750 -1.04225 -7.62902
C -2.25235 -1.58160 -6.40734
C -1.86809 -0.92845 -5.24905
C -1.13395 0.24153 -5.36643
H -0.84078 0.58665 -8.56980
H -2.16744 -1.51947 -8.55809
H -2.82751 -2.49746 -6.35862
H -2.13061 -1.31557 -4.27412
H -0.81422 0.78597 -4.48382